*w*
Computed, not measured: a molecular structure, NO4S, with the ωB97M-V functional and the def2-TZVPD basis.

```
6
NO4S the ωB97M-V functional and the def2-TZVPD basis
N 0.3664 0.5282 0.9189
O 1.3443 -0.1382 0.6858
O -0.6664 0.3938 0.1596
O 0.3388 1.2743 1.8935
O -1.2970 -1.1111 -2.2531
S -0.0862 -0.9471 -1.4048
```

Results
total charge	-1
HOMO-LUMO gap	0.2569	hartree

*x*
Computed, not measured: a molecular structure, NO4S, with the ωB97M-V functional and the def2-TZVPD basis.

```
6
NO4S the ωB97M-V functional and the def2-TZVPD basis
N 0.4192 0.1095 -0.6598
O 1.6239 1.5010 -0.5961
O -0.9602 0.8370 1.5806
O 0.7589 -0.7627 -1.3972
O -0.8352 -1.5141 0.9569
S -0.1024 -0.2650 1.1753
```

Results
total charge	-1
HOMO-LUMO gap (spin up / spin down)	0.2658 / 0.2882	hartree

*y*
Computed, not measured: 2 unconnected molecules or ions with the total composition NO4S, with the ωB97M-V functional and the def2-TZVPD basis.

```
6
NO4S the ωB97M-V functional and the def2-TZVPD basis
N -1.0260 0.0611 0.2667
O 3.0073 -0.3855 -0.5349
O -1.8085 -0.2460 1.1566
O -1.3981 0.3107 -0.8277
O 0.1674 0.0844 0.5324
S 1.7861 0.0714 -1.1654
```

Results
total charge	-1
HOMO-LUMO gap (spin up / spin down)	0.2635 / 0.2640	hartree

If you had to bet on the most stable structure above, which would it be? Bet on *w*.